# 1
59
Properties=species:S:1:pos:R:3:forces:R:3:mulliken_charge:R:1 method="wB97M-V/def2-TZVPD" homo_ha=-0.1785 total_charge=-1
Ru 0.54011 -0.18228 -1.10857 -0.161 -0.190 0.054 0.190
C 0.91814 -3.28644 1.96467 -0.041 -0.013 -0.050 -1.335
C 0.70107 -2.64695 0.73155 0.018 -0.002 0.039 -0.416
N 0.84041 -1.35403 0.57339 0.032 0.044 0.051 1.195
C 1.24351 -0.57789 1.63571 -0.011 -0.033 -0.044 -0.227
C 1.42817 -1.13611 2.90937 0.000 -0.024 0.029 1.052
C 1.25766 -2.53393 3.04483 0.019 0.035 0.046 -0.835
C 1.75963 -0.29407 3.99570 -0.001 -0.038 -0.004 -0.942
C 1.87877 1.04701 3.78253 0.004 0.040 -0.032 -1.257
C 1.72983 1.61227 2.50140 -0.006 0.008 0.053 -0.856
C 1.45216 0.82259 1.40529 -0.036 0.034 -0.069 0.398
N 1.28297 1.21806 0.09170 0.122 0.074 -0.020 1.177
C 1.43337 2.45857 -0.48746 -0.094 -0.025 -0.049 0.324
C 2.07253 3.57587 0.01395 0.010 0.036 -0.010 -0.957
C 2.06489 4.79426 -0.69212 0.026 -0.013 0.049 -1.016
C 1.43754 4.93542 -1.89576 -0.034 -0.026 -0.038 -1.065
C 0.81618 3.80652 -2.47848 0.012 0.028 0.002 0.808
C 0.13389 3.84297 -3.71696 0.025 0.046 0.014 -0.611
C -0.45050 2.71775 -4.21573 -0.022 -0.045 -0.013 -1.165
C -0.32816 1.51145 -3.50294 0.002 0.025 -0.014 -0.315
N 0.31817 1.44795 -2.36435 0.006 -0.001 0.054 0.881
C 0.85649 2.57796 -1.80132 0.001 -0.075 0.024 0.505
H 0.78420 -4.35688 2.03121 0.001 -0.004 -0.008 0.609
H 0.41331 -3.21426 -0.14074 -0.029 -0.008 0.008 0.370
H 1.40444 -2.98866 4.01762 -0.002 0.006 -0.003 0.443
H 1.89055 -0.72510 4.97999 -0.002 0.000 -0.003 0.431
H 2.09622 1.70864 4.61173 -0.005 -0.002 0.000 0.366
H 1.78547 2.68250 2.40817 -0.004 0.001 -0.010 0.420
H 2.59172 3.53665 0.95585 0.004 -0.014 0.003 0.563
H 2.56464 5.64509 -0.24562 0.000 -0.002 -0.002 0.392
H 1.40982 5.88648 -2.41151 -0.004 -0.003 -0.002 0.405
H 0.07238 4.78349 -4.25170 0.001 -0.001 0.004 0.419
H -1.00093 2.72876 -5.14555 0.003 -0.005 0.001 0.432
H -0.76987 0.58350 -3.84743 -0.009 0.005 -0.006 0.568
Te 1.51173 -1.68197 -3.09830 0.111 -0.095 -0.017 0.330
Te 2.02454 -4.12103 -2.41941 -0.005 0.032 -0.036 -0.382
Te 4.37800 -1.89734 -0.02692 0.035 -0.050 0.052 -0.399
Te 3.17632 -0.18321 -1.53320 0.101 0.046 -0.054 0.169
I -2.50170 -5.44439 3.20930 -0.001 -0.009 0.011 0.067
C -2.39587 -4.31614 1.44975 0.030 -0.006 0.002 -0.298
C -2.09371 -4.95027 0.25324 -0.005 0.003 -0.002 -0.425
C -1.98855 -4.19155 -0.90366 -0.019 0.005 0.026 -0.371
C -2.14834 -2.81057 -0.85806 0.060 -0.097 -0.044 0.238
C -2.46464 -2.19771 0.34636 -0.013 0.101 0.003 0.209
C -2.60038 -2.94766 1.50619 0.009 0.003 -0.024 -0.523
C -1.96231 -2.03159 -2.13531 -0.048 0.061 0.141 -0.573
O -2.72347 -2.21106 -3.06732 0.071 -0.078 -0.012 -0.669
O -0.96133 -1.20395 -2.19204 -0.156 0.380 -0.143 -0.440
H -1.94066 -6.02064 0.22114 -0.001 0.001 0.000 0.391
H -1.76181 -4.66886 -1.84862 0.013 -0.007 0.008 0.513
H -2.60812 -1.12823 0.39402 -0.001 0.002 -0.025 0.416
H -2.84239 -2.45379 2.43759 0.007 -0.014 0.006 0.480
F -1.31908 0.72389 -0.24631 -0.044 -0.112 0.094 0.125
Sb -2.42245 2.01677 0.73002 0.071 -0.055 -0.013 2.067
F -2.47384 3.01702 -0.86570 -0.004 0.037 -0.042 -0.584
F -3.90338 0.99961 0.17847 -0.061 -0.031 -0.033 -0.564
F -2.21478 0.88909 2.22767 -0.009 -0.010 0.024 -0.611
F -3.52096 3.22926 1.65380 -0.011 0.012 0.007 -0.552
F -0.87159 2.95716 1.23890 0.045 0.028 0.017 -0.566



# 2
54
Properties=species:S:1:pos:R:3:forces:R:3:mulliken_charge:R:1 method="wB97M-V/def2-TZVPD" homo_ha=-0.1509 total_charge=-1
Sn 0.28610 -1.04524 0.20437 -0.087 0.315 0.112 0.382
N 4.58734 -3.50102 0.34823 0.164 0.109 -0.251 -0.486
C 3.22289 -3.43427 0.20394 -0.406 -0.165 -0.056 0.346
S 2.26402 -3.85757 1.53737 -0.185 0.182 0.212 -0.451
N 2.82619 -3.18994 -1.03375 0.722 0.165 -0.521 -1.348
N 1.57018 -2.81574 -1.27362 -0.096 -0.137 0.334 1.007
C 1.03586 -3.21837 -2.36871 0.275 -0.089 0.113 -1.078
C -0.31881 -2.83148 -2.70857 -0.426 0.117 -0.115 0.949
C -0.95812 -3.37985 -3.82710 0.108 0.034 0.095 -0.881
C -2.25193 -2.99654 -4.11912 -0.086 0.076 0.008 -0.209
C -2.88265 -2.06000 -3.31083 0.044 -0.061 0.022 -0.939
C -2.18666 -1.56629 -2.21806 -0.192 -0.082 0.107 -0.251
N -0.95282 -1.95427 -1.91541 0.213 0.087 -0.108 0.216
H 4.91444 -3.55493 1.29451 -0.001 0.014 0.049 0.225
H 5.13388 -2.97588 -0.31752 -0.029 -0.044 0.040 0.245
H 1.57313 -3.89290 -3.03417 0.030 0.015 0.033 0.282
H -0.43085 -4.09796 -4.44149 -0.004 0.002 -0.003 0.371
H -2.77358 -3.41850 -4.96949 0.047 -0.005 -0.027 0.408
H -3.89096 -1.72503 -3.50933 0.004 0.008 -0.008 0.427
H -2.62022 -0.84001 -1.53829 -0.004 -0.015 -0.022 0.526
F -0.60736 2.52397 -4.02677 -0.058 -0.033 -0.025 -0.366
C 0.09208 2.28192 -2.89273 0.132 0.072 0.128 0.293
C 0.09106 1.02422 -2.33451 -0.009 -0.287 -0.038 -0.421
C 0.81926 0.75146 -1.17916 -0.206 -0.082 0.236 0.561
C 1.58947 1.78974 -0.60898 -0.065 -0.118 -0.061 -0.264
C 1.51092 3.05624 -1.18577 -0.061 -0.090 -0.093 0.341
F 2.15030 4.13273 -0.65357 0.062 -0.034 0.063 -0.362
C 0.77315 3.33164 -2.31761 -0.014 0.054 -0.095 -0.741
C 2.42501 1.48349 0.57746 0.208 0.147 0.157 0.457
C 3.34667 2.36815 1.14802 0.048 0.045 0.101 -0.948
C 4.06748 1.97994 2.26376 -0.072 -0.119 -0.011 -0.310
C 3.87646 0.71570 2.79562 0.010 0.055 -0.020 -0.923
C 2.96813 -0.11440 2.16141 0.005 -0.138 0.110 -0.225
N 2.28037 0.25726 1.09039 -0.046 -0.025 -0.124 0.294
H -0.49879 0.25079 -2.80906 -0.016 0.100 -0.021 0.456
H 0.73755 4.33056 -2.72774 0.028 -0.007 0.000 0.481
H 3.50605 3.35160 0.74326 -0.074 0.000 -0.067 0.484
H 4.76956 2.66808 2.71891 0.008 0.003 -0.027 0.400
H 4.41223 0.38085 3.67310 -0.015 -0.040 -0.015 0.400
H 2.77683 -1.12284 2.51462 0.001 -0.041 -0.027 0.404
Br -2.15638 -0.78687 4.09743 -0.061 0.014 0.012 -0.169
C -3.17896 0.67507 3.44968 -0.015 0.129 -0.096 0.229
C -4.25912 1.10953 4.20368 0.074 -0.050 -0.004 -0.499
C -5.02981 2.16532 3.74416 -0.048 0.040 0.070 -0.439
C -4.72920 2.77001 2.53314 -0.014 0.056 -0.076 -0.591
C -3.66083 2.31366 1.77767 0.031 -0.023 0.053 -0.359
C -2.86308 1.26969 2.23146 0.135 -0.256 0.055 0.394
C -1.69809 0.77157 1.39079 -0.014 0.114 0.079 0.279
O -1.99786 0.21838 0.30150 0.064 -0.016 -0.078 -0.532
O -0.54774 0.91961 1.84637 -0.082 0.002 -0.185 -0.571
H -4.48715 0.61917 5.14050 -0.010 0.014 -0.001 0.379
H -5.86589 2.51523 4.33709 -0.004 -0.012 -0.008 0.356
H -5.33373 3.59347 2.17309 0.004 -0.006 0.000 0.362
H -3.42604 2.76087 0.81982 -0.017 0.003 -0.005 0.408



# 3
54
Properties=species:S:1:pos:R:3:forces:R:3:mulliken_charge:R:1 method="wB97M-V/def2-TZVPD" homo_ha=-0.3056 total_charge=0
Pt 0.19974 -0.29483 0.36916 0.942 0.539 0.357 1.627
O 4.31821 3.97555 0.35211 -0.057 -0.239 -0.027 -0.533
C 4.91894 2.80257 0.22204 -0.141 0.238 -0.060 0.422
O 6.11310 2.68665 0.13066 0.076 -0.035 0.016 -0.590
C 4.04832 1.59015 0.15718 0.101 -0.126 0.090 0.320
C 4.56095 0.32196 -0.01061 -0.031 -0.080 0.029 -0.392
N 3.52324 -0.53329 -0.02880 -0.124 0.028 -0.152 -0.085
N 2.35885 0.11351 0.11275 -0.055 -0.105 -0.422 -0.498
C 2.65867 1.39482 0.25006 -0.035 -0.019 0.034 -0.178
C 1.51611 2.31192 0.54168 -0.500 -0.098 -0.008 1.149
O 1.70018 3.51717 0.62296 0.145 0.055 -0.059 -0.816
O 0.37918 1.71807 0.68988 0.249 0.579 0.441 -0.622
H 3.32812 3.87762 0.41765 0.019 0.069 0.095 0.458
H 5.58260 -0.00519 -0.09979 0.013 0.023 0.003 0.547
H 3.53101 -1.53738 -0.10157 0.016 -0.004 -0.017 0.148
Cl -2.52522 0.05110 -0.25838 0.082 -0.378 -0.108 -0.156
C -2.94047 -1.62366 0.07598 0.050 0.237 0.037 0.716
C -4.25864 -1.88476 0.39470 0.010 -0.131 0.011 -0.684
C -4.63311 -3.18566 0.70612 -0.034 0.079 -0.012 -0.483
C -3.69610 -4.20526 0.70195 0.054 0.009 -0.008 -0.811
C -2.37604 -3.92684 0.37616 -0.088 -0.038 -0.027 -0.331
C -1.97846 -2.63398 0.04910 -0.051 -0.111 0.053 -0.362
P -0.26201 -2.26650 -0.38823 -0.109 -0.334 -0.129 1.147
C 0.75325 -3.66176 0.11622 -0.020 -0.078 0.082 0.236
C 1.09565 -3.76088 1.46806 0.100 -0.082 -0.013 -0.290
C 1.86466 -4.83063 1.89990 0.004 0.003 -0.047 -0.673
C 2.29903 -5.78970 0.99227 0.006 -0.002 0.033 -0.514
C 1.96881 -5.68488 -0.35077 -0.013 0.037 -0.014 -0.678
C 1.19352 -4.62109 -0.79292 0.002 -0.043 0.000 -0.401
C -0.22908 -2.21324 -2.19291 -0.154 -0.179 -0.109 0.310
C -1.26672 -2.76298 -2.94398 0.052 0.020 -0.072 -0.369
C -1.22822 -2.70810 -4.33036 0.027 0.008 0.045 -0.746
C -0.15592 -2.10517 -4.97018 -0.004 0.003 -0.023 -0.512
C 0.88068 -1.55572 -4.22744 0.001 0.001 0.019 -0.765
C 0.84454 -1.60611 -2.84327 0.027 0.000 -0.027 -0.133
H -4.97483 -1.07587 0.41195 -0.015 -0.001 0.008 0.468
H -5.66319 -3.39149 0.96433 0.001 -0.009 0.004 0.396
H -3.98785 -5.21443 0.95781 0.007 -0.007 0.001 0.417
H -1.64224 -4.72310 0.37847 0.010 0.006 0.003 0.413
H 0.76648 -3.00108 2.16638 -0.050 0.009 -0.011 0.345
H 2.12968 -4.91299 2.94550 -0.001 0.004 0.005 0.442
H 2.90180 -6.62100 1.33429 0.000 0.000 0.003 0.383
H 2.31380 -6.43012 -1.05503 -0.004 0.001 -0.008 0.411
H 0.93556 -4.53865 -1.84154 -0.010 0.000 0.004 0.425
H -2.10930 -3.22939 -2.45074 -0.009 -0.006 0.017 0.423
H -2.03794 -3.13340 -4.90794 -0.006 0.003 -0.003 0.423
H -0.13097 -2.05559 -6.05076 0.009 -0.002 -0.002 0.383
H 1.71301 -1.07725 -4.72591 0.003 0.000 -0.005 0.436
H 1.64968 -1.15837 -2.27243 -0.025 0.007 0.030 0.224
N 0.83383 0.99215 6.16470 0.038 0.008 0.044 -0.518
C 0.13249 0.68819 5.29915 -0.017 -0.029 -0.175 0.450
N -0.74739 0.37233 4.35663 -0.205 0.076 0.202 -0.676
C -0.46847 -0.28907 3.32613 0.254 -0.133 -0.088 0.562
N -0.28879 -0.96718 2.37047 -0.541 0.227 -0.040 -0.861



Listing energy relative to the best compared isomer or geometry (same formula, charge and spin) for the structures above in their given order: 0.00, 34.22, 223.75 kJ/mol.
Listing calculated total energy for the structures above in their given order: -3581.5161, -4773.4889, -2458.4991 Ha.